The following is a DFT calculation (ωB97M-V/def2-TZVPD) of 2 unconnected molecules or ions with the total composition C5H13N2.

Last columns: bonded neighbours and bond lengths (Å).
Element x y z (Å)
1 C 0.44 1.95 -1.29  C2 1.365, N3 1.495, H4 1.123
2 C 1.27 2.93 -0.82  C1 1.365, H5 1.102, H6 1.070
3 N -0.58 1.24 -0.46  C1 1.495, H7 1.070, H8 0.998, H9 0.996
4 H 0.40 1.62 -2.36  C1 1.123
5 H 1.93 3.45 -1.54  C2 1.102
6 H 1.22 3.27 0.19  C2 1.070
7 H -0.29 0.21 -0.43  N3 1.070
8 H -0.70 1.56 0.48  N3 0.998
9 H -1.45 1.26 -0.95  N3 0.996
10 C 0.26 -0.46 1.96  C11 1.551, H14 1.124, H15 1.116, H16 1.077
11 C 0.26 -1.47 0.78  C10 1.551, C12 1.366, H17 1.123
12 C -0.81 -1.92 0.06  C11 1.366, N13 1.452, H18 1.159
13 N -0.71 -2.83 -1.07  C12 1.452, H19 0.988, H20 0.978
14 H -0.78 -0.13 2.19  C10 1.124
15 H 0.71 -0.83 2.91  C10 1.116
16 H 0.83 0.40 1.67  C10 1.077
17 H 1.27 -1.75 0.39  C11 1.123
18 H -1.91 -1.64 0.30  C12 1.159
19 H -1.45 -3.48 -1.06  N13 0.988
20 H 0.08 -3.40 -0.95  N13 0.978

* HOMO level (alpha / beta): -3.005 / -8.907 eV
* <S²>: 0.75
* spin multiplicity: 2
* LUMO energy (alpha / beta): 0.0330 / 0.0296 Eh
* frontier orbital gap (alpha / beta): 0.1434 / 0.3569 Ha
* relative energy (zero: lowest compared OMol25 entry of this formula, charge and spin): 3.628 eV